# 1
Molecular formula: C5H7NO
Method: DFT, ωB97M-V with the def2-TZVPD basis set

Geometry (Å):
C (2.471, 0.407, 0.458)
N (1.476, -0.640, 0.527)
C (0.284, -0.515, 0.185)
O (-0.558, -1.621, 0.102)
C (-1.494, -0.860, -0.671)
C (-2.129, 0.146, 0.198)
C (-0.743, 0.420, -0.414)
H (2.108, 1.392, 0.752)
H (3.308, 0.165, 1.131)
H (2.820, 0.489, -0.583)
H (-1.811, -1.300, -1.609)
H (-2.267, -0.102, 1.251)
H (-2.905, 0.774, -0.233)
H (-0.560, 1.246, -1.095)

Cartesian forces, eV/Å:
-0.08 0.18 -0.04
-0.33 -0.04 -0.04
0.40 -0.11 0.13
-0.02 -0.20 0.06
-0.20 0.00 -0.24
0.00 0.07 0.03
0.32 0.06 -0.06
-0.19 0.14 0.03
-0.26 -0.01 -0.45
0.19 -0.06 0.36
-0.15 0.14 0.16
0.24 0.17 -0.22
0.11 -0.17 0.00
-0.03 -0.16 0.27

Calculated values
Molar mass   97.1 g mol⁻¹
LUMO   1.011 eV
E   -8833.4265 eV
Energy above the lowest of the compared OMol25 structures with the same formula, charge and spin   2.776 eV
Gap between HOMO and LUMO   10.53 eV

natural (NBO) population analysis, charges in e, atoms 1 to 6: atom 1 (C): -0.430, atom 2 (N): -0.463, atom 3 (C): 0.563, atom 4 (O): -0.485, atom 5 (C): 0.081, atom 6 (C): -0.412



# 2
Molecular formula: C40H61AsGeMoNO3Si3
Method: DFT, ωB97M-V with the def2-TZVPD basis set

Geometry (Å):
Mo (-1.154, 0.385, -0.673)
C (-2.392, 1.392, 2.106)
O (-2.663, 0.668, 0.882)
C (-4.138, 0.513, 0.663)
C (-4.340, 0.155, -0.809)
O (-3.374, -0.830, -1.138)
C (-3.389, -1.292, -2.509)
C (-2.264, -0.605, -3.320)
O (-1.015, -0.776, -2.548)
C (0.131, -0.548, -3.350)
H (-2.741, 2.409, 2.000)
H (-1.301, 1.556, 2.184)
H (-2.850, 0.804, 2.924)
H (-4.614, 1.432, 0.902)
H (-4.616, -0.300, 1.328)
H (-4.166, 1.054, -1.464)
H (-5.337, -0.238, -0.975)
H (-4.415, -1.205, -2.857)
H (-3.036, -2.345, -2.457)
H (-2.487, 0.451, -3.469)
H (-2.120, -1.158, -4.216)
H (0.094, 0.429, -3.804)
H (0.169, -1.372, -4.110)
H (1.004, -0.631, -2.715)
C (1.622, -3.329, -1.817)
Si (0.033, -4.164, -1.242)
C (0.355, -5.905, -0.562)
C (-1.219, -4.399, -2.715)
As (-0.844, -2.591, 0.291)
Si (0.670, -2.551, 2.199)
C (0.141, -0.993, 3.126)
C (2.491, -2.510, 1.759)
C (0.427, -3.964, 3.347)
Si (-2.757, -3.565, 1.210)
C (-4.056, -3.785, -0.239)
C (-2.760, -5.329, 1.940)
C (-3.395, -2.551, 2.631)
H (2.495, -3.963, -1.820)
H (1.818, -2.379, -1.251)
H (1.483, -3.121, -2.887)
H (0.949, -6.380, -1.379)
H (-0.568, -6.356, -0.248)
H (0.983, -5.808, 0.325)
H (-0.716, -4.954, -3.564)
H (-1.460, -3.405, -3.110)
H (-2.154, -4.871, -2.394)
H (0.411, -0.059, 2.587)
H (0.422, -1.012, 4.151)
H (-0.932, -0.978, 3.183)
H (2.623, -1.732, 0.989)
H (2.725, -3.557, 1.391)
H (3.053, -2.200, 2.646)
H (-0.646, -3.956, 3.611)
H (1.089, -3.677, 4.177)
H (0.585, -4.983, 3.008)
H (-3.931, -4.842, -0.656)
H (-3.901, -3.051, -0.999)
H (-4.987, -3.797, 0.206)
H (-3.455, -5.510, 2.767)
H (-1.777, -5.718, 2.296)
H (-3.022, -6.111, 1.171)
H (-2.891, -2.747, 3.586)
H (-4.484, -2.860, 2.782)
H (-3.263, -1.460, 2.520)
N (-1.633, 1.864, -1.483)
C (-1.269, 3.223, -1.685)
C (-0.790, 3.647, -2.931)
C (-0.398, 4.975, -3.138)
C (-0.435, 5.850, -2.086)
C (-0.953, 5.472, -0.882)
C (-1.367, 4.175, -0.641)
H (-0.815, 2.847, -3.696)
H (-0.054, 5.256, -4.096)
H (-0.105, 6.866, -2.201)
H (-0.970, 6.145, -0.032)
H (-1.730, 3.870, 0.360)
C (0.363, 0.846, -0.049)
Ge (1.869, 2.031, 0.366)
C (2.476, 2.962, -1.226)
C (2.177, 2.471, -2.505)
C (2.700, 3.084, -3.625)
C (3.593, 4.131, -3.500)
C (3.928, 4.617, -2.223)
C (3.350, 4.047, -1.071)
C (1.471, 3.348, 1.769)
C (1.273, 2.890, 3.103)
C (1.014, 3.776, 4.114)
C (0.762, 5.067, 3.827)
C (0.984, 5.575, 2.517)
C (1.360, 4.692, 1.541)
C (3.414, 0.879, 0.874)
C (3.965, 0.739, 2.122)
C (5.084, 0.025, 2.285)
C (5.721, -0.606, 1.197)
C (5.117, -0.596, -0.033)
C (3.914, 0.125, -0.204)
H (1.418, 1.686, -2.627)
H (2.335, 2.784, -4.553)
H (4.024, 4.584, -4.407)
H (4.524, 5.542, -2.199)
H (3.573, 4.475, -0.107)
H (1.512, 1.890, 3.308)
H (0.922, 3.308, 5.094)
H (0.446, 5.789, 4.618)
H (0.795, 6.622, 2.346)
H (1.463, 5.005, 0.493)
H (3.502, 1.182, 2.947)
H (5.655, 0.069, 3.244)
H (6.656, -1.119, 1.451)
H (5.569, -1.197, -0.861)
H (3.448, 0.258, -1.113)

Cartesian forces, eV/Å:
-0.89 -0.75 -0.02
0.63 -0.19 -0.09
-1.23 -0.26 0.69
0.72 -1.88 -0.12
0.57 1.12 -0.49
0.25 -0.12 -0.33
1.55 -0.39 0.93
-0.67 -0.01 1.47
-1.07 0.53 0.23
0.43 -1.29 -0.93
-0.81 0.20 0.18
-0.48 -0.78 0.16
0.43 0.70 -0.14
-0.29 0.94 0.13
1.33 1.10 -0.79
-0.27 -0.64 0.65
-0.35 -0.01 0.06
0.20 -0.02 -0.67
-0.77 0.56 -0.02
0.42 0.07 -0.15
0.03 -0.25 -1.03
-0.05 0.33 -0.30
0.07 0.84 0.36
0.05 0.02 0.12
-0.40 0.70 -0.28
-0.55 -0.64 -0.39
0.97 1.48 -0.35
1.18 0.29 -0.07
0.42 0.15 0.42
0.18 0.46 -0.47
-0.21 0.19 -1.40
-0.81 -0.45 -0.81
-1.01 -0.02 0.14
-1.08 -1.50 -0.52
3.10 -1.65 0.10
1.11 -1.53 -0.66
-0.96 0.56 0.59
0.32 -0.26 0.46
-0.03 -0.84 -0.58
-0.01 0.36 0.20
-0.73 -0.25 0.72
-0.33 -0.66 -0.29
0.16 -0.16 -0.04
-0.66 0.34 1.01
0.02 -0.13 -0.04
0.28 -0.11 -0.16
0.16 -0.62 0.51
0.82 0.19 0.89
-0.82 -0.07 -0.16
0.34 -0.54 0.14
0.24 1.36 0.38
0.06 -0.37 -0.18
0.43 0.11 0.55
-0.40 -0.51 0.15
0.51 0.04 -0.14
0.07 1.43 0.39
-0.47 0.16 -0.23
-2.28 0.37 0.73
-0.04 0.43 -0.07
-0.50 0.57 -0.04
0.06 0.91 0.47
0.04 -0.38 -0.23
1.25 0.70 -0.17
-0.48 -0.40 -0.19
-0.35 1.61 -0.82
0.02 -0.21 0.64
-0.62 -0.57 -0.06
-0.30 -1.83 0.26
0.03 0.99 -0.35
-0.17 -0.55 1.51
-0.15 -1.06 -0.04
0.30 0.89 0.11
0.38 0.38 -0.81
0.13 0.27 -0.18
-0.05 0.21 -0.20
0.24 0.21 -0.74
0.70 0.22 0.41
0.60 0.05 0.52
0.10 -0.30 -0.06
-0.41 0.33 0.69
0.27 0.23 1.16
0.46 0.42 0.23
-0.50 0.31 -0.42
0.24 0.06 -1.50
-0.25 -1.83 1.50
1.11 1.03 -2.34
-0.53 -2.11 1.01
-0.08 3.36 -0.33
-0.60 -0.50 1.97
-0.29 0.63 -1.99
-1.30 -0.44 -1.71
-1.00 0.53 -0.51
3.32 -0.89 0.64
-0.03 -0.02 1.58
-0.34 -0.70 -1.36
1.86 0.48 2.66
0.48 0.31 0.18
-0.22 -0.50 -1.63
-0.27 -0.12 0.61
-0.08 -0.68 0.36
0.06 -0.09 0.18
-0.11 -1.36 0.46
-0.06 0.66 0.09
0.33 -0.75 -0.68
0.13 0.11 -0.24
0.04 0.28 0.54
-0.46 0.89 1.21
-0.82 -0.33 -0.69
-0.35 0.11 -0.64
-0.51 0.76 0.66
-0.72 -0.11 -2.14

Calculated values
Molar mass   931.7 g mol⁻¹
LUMO   -1.950 eV
E   -192938.4427 eV
Gap between HOMO and LUMO   7.95 eV
Total charge   +1

Mulliken population analysis, charges in e, atoms 1 to 6: atom 1 (Mo): -1.619, atom 2 (C): -1.046, atom 3 (O): 0.354, atom 4 (C): -0.765, atom 5 (C): -0.775, atom 6 (O): 0.211



# 3
Molecular formula: C17H19NPSTi
Method: DFT, ωB97M-V with the def2-TZVPD basis set

Geometry (Å):
C (-0.531, 0.659, -4.485)
C (-1.087, 1.946, -4.661)
C (-0.054, 2.923, -4.489)
C (1.175, 2.222, -4.248)
C (0.904, 0.830, -4.254)
Ti (-0.217, -1.171, -0.815)
P (0.153, -3.336, -2.150)
H (-1.081, -0.278, -4.454)
H (-2.102, 2.164, -4.978)
H (-0.177, 4.005, -4.544)
H (1.629, 0.031, -4.102)
H (2.162, 2.672, -4.139)
H (1.254, -3.352, -3.059)
H (-0.878, -3.582, -3.124)
H (0.282, -4.687, -1.715)
N (0.994, -0.060, -1.146)
S (-1.555, -0.401, 1.122)
C (-0.555, -1.663, 1.944)
C (-1.213, -2.667, 2.685)
C (-0.460, -3.618, 3.371)
C (0.942, -3.514, 3.398)
C (1.587, -2.513, 2.676)
C (0.841, -1.649, 1.855)
C (-0.983, 1.183, 1.792)
C (0.343, 1.604, 1.724)
C (0.740, 2.830, 2.268)
C (-0.217, 3.677, 2.827)
C (-1.567, 3.290, 2.859)
C (-1.944, 2.037, 2.363)
H (1.677, 0.644, -1.411)
H (-2.305, -2.678, 2.701)
H (-0.957, -4.430, 3.908)
H (1.527, -4.230, 3.985)
H (2.672, -2.405, 2.733)
H (1.347, -0.920, 1.208)
H (1.072, 0.991, 1.209)
H (1.797, 3.117, 2.241)
H (0.088, 4.647, 3.225)
H (-2.319, 3.969, 3.270)
H (-2.983, 1.711, 2.408)

Cartesian forces, eV/Å:
1.34 0.37 0.50
0.81 0.63 0.30
-0.05 -1.18 -0.08
-0.71 -0.45 -0.14
-1.23 0.51 0.03
0.54 0.90 -0.67
0.10 -0.83 -1.24
0.11 0.00 -0.38
0.02 -0.04 0.27
0.05 -0.32 -0.10
-0.13 0.14 -0.05
-0.27 -0.07 0.01
-0.40 0.15 0.39
0.46 0.08 0.43
-0.07 0.42 0.04
0.14 -0.61 0.73
-0.01 0.42 0.64
-0.16 -0.22 0.21
0.17 0.07 -0.16
0.15 0.16 -0.14
-0.14 0.06 0.00
-0.22 -0.23 -0.32
0.21 0.22 0.36
-0.02 0.72 0.32
0.15 0.02 -0.04
-0.33 -0.16 0.03
-0.24 -0.18 -0.06
0.39 -0.13 -0.12
0.11 -0.24 -0.09
-0.26 0.02 -0.36
0.35 -0.04 0.09
0.14 0.34 -0.14
-0.25 0.34 -0.20
-0.35 -0.13 -0.18
-0.16 -0.30 0.40
-0.05 0.14 0.03
-0.49 -0.10 -0.07
-0.15 -0.30 -0.11
0.26 -0.33 -0.14
0.21 0.14 0.01

Calculated values
Molar mass   348.3 g mol⁻¹
LUMO (spin up / spin down)   -0.973 / -0.929 eV
E   -62660.8866 eV
Energy above the lowest of the compared OMol25 structures with the same formula, charge and spin   0.000 eV
Spin multiplicity   2
Gap between HOMO and LUMO (spin up / spin down)   3.82 / 3.93 eV

natural (NBO) population analysis, charges in e, atoms 1 to 6: atom 1 (C): -0.382, atom 2 (C): -0.349, atom 3 (C): -0.335, atom 4 (C): -0.357, atom 5 (C): -0.367, atom 6 (Ti): 1.047



# 4
Molecular formula: C4H9ClFP
Method: DFT, ωB97M-V with the def2-TZVPD basis set

Geometry (Å):
C (2.025, 0.332, 2.153)
C (0.362, 1.858, 0.426)
C (-2.260, -0.890, -1.647)
C (-2.683, 0.217, -2.159)
F (-2.221, 0.516, -3.376)
P (1.595, 0.710, 0.338)
Cl (1.858, -3.468, 0.250)
H (3.031, 0.260, 2.400)
H (1.599, -0.481, 2.597)
H (1.741, 1.224, 2.678)
H (-0.076, 2.162, -0.495)
H (-0.200, 2.024, 1.370)
H (2.700, -2.509, -0.074)
H (-1.491, -1.497, -2.167)
H (-2.711, -1.361, -0.680)
H (-3.270, 0.904, -1.613)

Cartesian forces, eV/Å:
-0.68 2.76 -1.73
0.57 -1.94 1.46
0.14 -3.47 2.38
0.60 -0.42 -0.19
-0.13 1.15 -0.45
-0.19 0.49 0.60
0.68 0.79 -0.24
2.22 -0.23 -0.39
-1.67 -2.31 0.80
-0.56 0.42 0.50
-0.25 0.42 -0.51
0.56 0.34 -0.74
-0.69 -0.75 0.23
-0.79 0.40 0.29
1.07 1.34 -1.77
-0.88 1.01 -0.26

Calculated values
Molar mass   142.5 g mol⁻¹
LUMO   0.193 eV
E   -28819.8591 eV
Energy above the lowest of the compared OMol25 structures with the same formula, charge and spin   1.590 eV
Gap between HOMO and LUMO   9.70 eV
SMILES string   C=CF.C=PC.Cl

natural (NBO) population analysis, charges in e, atoms 1 to 6: atom 1 (C): -0.936, atom 2 (C): -0.834, atom 3 (C): -0.482, atom 4 (C): 0.208, atom 5 (F): -0.334, atom 6 (P): 0.650